C46H43F5N10O2S3TeTi | wB97M-V/def2-TZVPD

Geometry as XYZ:
```
111
Properties=species:S:1:pos:R:3:mulliken_charge:R:1
Ti 1.109 -0.630 -1.420 -0.486
N -0.554 0.207 -1.184 0.770
S -1.824 0.534 -0.507 1.454
N -2.031 -0.023 0.995 0.416
S -1.209 0.478 2.216 0.820
N 0.249 0.983 2.018 0.484
S 1.542 0.083 1.652 2.475
N 1.510 -0.766 0.439 -0.002
C 1.861 -0.890 3.090 0.167
C 1.858 -2.268 2.942 -0.362
C 2.027 -3.054 4.074 -0.918
C 2.204 -2.457 5.314 -0.602
C 2.200 -1.071 5.443 -1.027
C 2.019 -0.273 4.328 -0.756
C 2.765 1.363 1.618 0.017
C 2.460 2.525 0.918 -0.385
C 3.444 3.485 0.763 -0.925
C 4.708 3.282 1.306 -0.813
C 4.999 2.111 1.988 -0.814
C 4.029 1.130 2.137 -0.434
C -1.351 -0.857 3.350 0.561
C -0.979 -0.618 4.670 -0.752
C -1.044 -1.668 5.566 -0.862
C -1.479 -2.921 5.142 -0.726
C -1.844 -3.137 3.822 -0.677
C -1.777 -2.099 2.902 -0.499
C -1.975 1.862 2.996 0.711
C -3.280 1.674 3.440 -0.906
C -3.933 2.742 4.028 -0.798
C -3.287 3.967 4.156 -0.589
C -1.986 4.133 3.704 -0.872
C -1.309 3.072 3.118 -0.217
C -2.053 2.287 -0.480 0.333
C -0.986 3.078 -0.875 -0.796
C -1.144 4.457 -0.845 -0.755
C -2.352 5.009 -0.444 -0.675
C -3.418 4.195 -0.073 -0.860
C -3.276 2.819 -0.088 -0.644
C -3.235 -0.132 -1.316 0.494
C -4.281 -0.723 -0.625 -0.014
C -5.348 -1.222 -1.358 -0.875
C -5.356 -1.115 -2.741 -0.570
C -4.298 -0.516 -3.415 -0.816
C -3.220 -0.021 -2.705 -0.636
H 1.717 -2.704 1.961 0.427
H 2.021 -4.132 3.985 0.511
H 2.344 -3.075 6.191 0.473
H 2.336 -0.616 6.415 0.468
H 1.994 0.806 4.416 0.653
H 1.473 2.669 0.498 0.397
H 3.227 4.394 0.220 0.513
H 5.468 4.044 1.195 0.457
H 5.981 1.959 2.415 0.501
H 4.258 0.210 2.659 0.487
H -0.655 0.366 4.991 0.599
H -0.771 -1.508 6.601 0.528
H -1.543 -3.732 5.856 0.468
H -2.196 -4.105 3.493 0.570
H -2.078 -2.257 1.878 -0.047
H -3.769 0.713 3.337 0.465
H -4.944 2.617 4.393 0.483
H -3.803 4.797 4.621 0.455
H -1.490 5.088 3.812 0.529
H -0.293 3.179 2.768 0.463
H -0.067 2.616 -1.216 0.546
H -0.331 5.098 -1.160 0.538
H -2.474 6.085 -0.440 0.460
H -4.363 4.635 0.216 0.494
H -4.103 2.172 0.175 0.498
H -4.253 -0.824 0.450 0.374
H -6.164 -1.710 -0.844 0.465
H -6.189 -1.516 -3.304 0.445
H -4.306 -0.456 -4.494 0.402
H -2.374 0.426 -3.213 0.530
N 6.373 -0.382 0.039 -0.307
C 5.154 -0.654 -0.413 0.688
N 4.528 -1.771 -0.053 -0.129
O 4.565 0.237 -1.127 -0.440
H 6.901 -1.038 0.590 0.202
H 6.847 0.415 -0.354 0.295
H 5.044 -2.546 0.330 0.280
H 3.648 -1.969 -0.514 0.012
N 0.525 -2.615 -1.407 -0.152
C -0.570 -3.016 -1.510 0.668
C -1.854 -3.468 -1.609 0.493
C -2.455 -3.459 -2.894 0.063
N -2.890 -3.401 -3.959 -0.550
C -2.549 -3.817 -0.425 0.133
N -3.123 -4.063 0.545 -0.583
C 0.915 -0.578 -6.881 -1.605
C -0.061 -1.402 -6.028 1.958
C -1.522 -1.068 -6.363 -1.361
C 0.205 -2.907 -6.180 -1.592
C 0.184 -1.052 -4.624 -0.178
N 0.406 -0.780 -3.532 -0.203
H 0.759 -0.841 -7.928 0.446
H 1.950 -0.795 -6.618 0.318
H 0.741 0.492 -6.763 0.351
H -1.699 -1.320 -7.409 0.488
H -1.725 -0.005 -6.230 0.353
H -2.205 -1.656 -5.749 0.161
H 0.053 -3.174 -7.226 0.450
H -0.485 -3.491 -5.572 0.331
H 1.231 -3.156 -5.908 0.381
F 4.073 -1.037 -4.773 -0.321
Te 3.970 -0.241 -3.104 1.724
F 5.091 1.197 -3.363 -0.349
F 2.092 0.942 -1.669 -0.309
F 2.778 0.861 -4.017 -0.406
F 5.513 -1.285 -2.886 -0.390
O 2.786 -1.410 -2.351 -0.713
```

Results
Energy relative to the best compared isomer or geometry (same formula, charge and spin), kcal per mole: 29.4
Net charge: +2
Strongest force on any atom, hartree/bohr: 0.018
Gap between HOMO and LUMO, eV: 6.795